[1]
Molecular formula: C16H29AsNO2ScSe2
Method: DFT, wB97M-V/def2-TZVPD

Geometry as XYZ:
```
52
Properties=species:S:1:pos:R:3:forces:R:3:nbo_charge:R:1
Se -14.0749 -2.4683 12.4617 0.678 -0.374 -0.806 0.279
Se -12.0432 -2.7962 9.3109 -0.854 -0.535 0.477 0.260
As -13.3274 0.6477 8.6981 0.891 2.156 -0.058 0.671
Sc -14.5703 -1.7484 9.7349 -1.447 -1.036 -0.462 1.739
O -15.7600 -3.0011 8.7354 0.859 1.526 1.574 -0.908
O -16.9047 -4.7018 9.6571 0.225 1.173 0.008 -0.506
N -16.5699 -0.9138 10.7313 0.396 -0.818 0.776 -0.940
C -12.9739 4.0303 6.6922 -1.376 -0.336 0.529 -0.199
C -11.5321 0.4193 7.9646 0.519 0.265 -0.466 -0.919
C -12.2125 -3.2872 12.2412 -1.018 0.131 0.929 -0.515
C -16.8619 -3.5345 9.3539 -0.147 -1.239 -0.882 0.766
C -12.9622 -4.6004 9.1701 0.792 0.210 0.029 -0.725
C -13.9850 3.3077 7.3658 0.136 0.841 0.442 -0.088
C -14.1559 6.0708 7.1611 -0.216 0.142 -0.096 -0.178
C -13.0842 5.4016 6.5767 -0.629 0.285 0.343 -0.190
C -11.3919 -2.5657 11.2116 0.169 -0.699 -0.660 -0.533
C -12.9082 2.1165 9.9549 -0.247 -0.829 0.765 -0.892
C -15.0359 4.0001 8.0312 1.017 -0.682 -1.021 -0.201
C -17.6639 -1.1539 9.7421 -0.203 1.404 -0.787 -0.222
C -18.0596 -2.6039 9.5405 0.187 0.128 -0.587 -0.548
C -15.1647 5.3659 7.8301 0.286 0.131 0.556 -0.192
C -14.0426 1.8273 7.2411 0.188 -1.151 -0.280 -0.632
C -13.6859 -0.5937 12.9269 -0.252 0.127 0.430 -0.773
H -12.1695 3.5176 6.2165 0.387 -0.377 -0.400 0.212
H -10.7955 0.1508 8.7332 -0.204 0.261 -0.126 0.238
H -12.3470 2.9486 9.5151 -0.220 -0.432 -0.252 0.276
H -14.1895 0.0656 12.2116 -0.054 -0.086 0.222 0.216
H -13.8590 2.4812 10.3528 0.223 0.125 0.048 0.235
H -17.2550 -0.7725 8.7849 -0.231 -0.284 0.252 0.205
H -14.0774 -0.4215 13.9543 0.400 -0.070 -0.809 0.279
H -11.1807 1.3235 7.3707 -0.635 -0.978 1.001 0.269
H -13.4495 1.4676 6.3844 -0.396 0.210 0.159 0.248
H -13.7600 -4.7994 9.8662 -0.154 0.259 0.557 0.241
H -12.1931 -5.3681 9.2361 -0.049 0.104 -0.072 0.259
H -15.0550 1.4755 7.1245 -0.401 0.093 -0.346 0.232
H -16.8467 -1.3521 11.6421 0.372 0.706 -0.875 0.416
H -11.3276 -1.4902 11.3438 0.030 0.082 0.026 0.233
H -18.6368 -3.0987 10.3060 -0.305 0.340 0.551 0.267
H -12.3225 1.6672 10.7669 -0.106 0.300 -0.024 0.221
H -18.7152 -2.5991 8.6394 0.602 -0.316 0.400 0.287
H -13.4275 -4.5852 8.1912 0.203 0.102 -0.259 0.268
H -16.0420 5.8723 8.2215 0.265 0.107 0.073 0.234
H -18.5007 -0.4488 9.9524 0.263 -0.892 0.054 0.239
H -14.1818 7.1634 7.0820 -0.285 -0.504 -0.070 0.239
H -11.5912 -0.4194 7.2855 0.151 -0.202 -0.355 0.238
H -12.4238 5.9722 5.9556 0.567 0.088 0.020 0.236
H -11.8503 -3.2630 13.3009 0.172 0.040 -1.117 0.277
H -16.4734 0.0960 10.8769 -0.256 -0.333 0.208 0.408
H -12.6229 -0.3713 12.8599 0.025 -0.174 0.204 0.248
H -15.7115 3.4035 8.6498 -0.207 0.383 -0.383 0.196
H -10.3849 -2.9812 11.1496 0.001 0.102 0.262 0.271
H -12.3827 -4.3402 11.9512 -0.113 0.525 0.299 0.259
```
Positions in Å, forces in eV/Å.

- Energy relative to the best compared isomer or geometry (same formula, charge and spin): 0.00 kJ/mol
- Charge: +2
- Kohn-Sham gap: 6.50 eV
- E_LUMO: -7.170 eV

---

[2]
Molecular formula: C16H29B2Br2N4O10S
Method: DFT, wB97M-V/def2-TZVPD

Geometry as XYZ:
```
64
Properties=species:S:1:pos:R:3:forces:R:3:nbo_charge:R:1
Br 5.9392 -0.1856 -1.8445 -1.447 -1.684 -1.018 0.091
Br 5.9082 2.4910 -0.8523 -1.509 1.973 0.312 0.012
S -3.8110 2.4662 -1.1264 -0.337 0.278 -0.058 2.521
O -3.4612 2.1611 0.4229 -0.429 -0.265 -0.696 -0.693
O -3.8636 1.2143 -1.8241 0.308 0.984 0.388 -0.900
O 1.2827 0.6516 3.1449 -0.373 -2.229 -1.208 -0.745
O -5.3233 3.0033 -0.9087 1.026 -0.069 0.045 -0.668
O 3.6976 0.8850 0.9217 -3.206 -0.697 -1.543 -0.387
O -1.6422 -2.4034 0.5134 2.516 -1.133 -0.501 -0.920
O -3.0046 3.5667 -1.5613 -0.470 -1.005 0.004 -0.881
O 0.1199 -3.5924 1.8143 -1.520 2.486 -2.126 -0.679
O 1.5882 -1.7443 3.5759 0.934 2.271 -1.918 -0.879
O 4.9573 -0.7794 1.2325 -0.374 1.207 1.575 -0.244
N 2.1677 -1.0895 -1.9909 2.012 2.158 2.727 -0.121
N 1.2737 -1.7663 -1.2971 -1.785 -1.651 1.662 -0.086
N -0.4178 0.2725 -3.4422 -0.816 0.148 0.659 -0.848
N 4.6125 0.2490 1.7221 2.120 -2.263 -0.689 0.430
C 2.8439 -0.0415 0.2217 -1.830 -1.475 -0.689 0.329
C -5.7224 2.7657 0.4448 -0.234 -0.440 0.452 -0.102
C 4.3334 2.9465 -3.2345 0.425 -0.084 0.990 -0.648
C 0.9194 -1.7782 0.0802 4.122 3.309 0.641 -0.038
C 3.0067 -0.2048 -1.2993 -0.941 -0.786 1.475 0.174
C 4.1765 2.1712 -1.8403 0.654 -0.562 -0.947 -0.244
C -4.4345 2.7968 1.2549 -0.280 0.692 0.227 -0.105
C 1.7707 -0.8277 1.0224 0.805 -0.623 -5.271 -0.313
C -1.0948 -0.5291 -2.3584 -2.143 0.210 -0.100 -0.254
C -1.0156 -4.0476 2.6017 -0.513 -1.616 2.240 -0.086
C -0.9930 -2.1070 -2.5660 0.575 0.005 -0.299 -0.418
C 4.1260 0.5785 -2.1588 -0.985 0.231 0.189 -0.326
C -0.4331 1.7113 1.5581 -0.997 0.289 -0.056 -0.672
C 0.4774 -2.7185 -2.1824 -0.924 -0.232 -2.108 -0.253
C -0.1011 1.0615 2.9823 -1.133 1.615 0.162 -0.088
C -1.6000 -2.9565 3.6272 -1.157 0.575 -1.108 -0.656
B 1.5284 -0.6709 2.6293 -0.064 0.595 2.386 1.197
B -0.2449 -2.6341 0.8221 -1.440 -1.769 0.907 1.155
H 1.9436 -1.3617 4.4112 -0.732 -0.309 -0.475 0.519
H -0.2813 1.8896 3.7655 0.404 -1.468 -1.103 0.215
H -0.5435 2.8564 1.6507 0.351 -1.822 -0.136 0.234
H -0.6236 -4.9186 3.2493 -0.352 1.367 -1.245 0.212
H -4.1060 3.8245 1.4350 -0.072 -0.050 0.029 0.199
H -0.3843 1.2443 -3.0720 0.076 -0.860 -0.461 0.364
H -0.9743 -1.9937 3.6568 -0.708 -1.700 0.117 0.216
H -1.9377 -3.2311 0.0537 -0.146 0.976 0.740 0.507
H -1.7978 -3.3604 4.6761 0.627 0.462 -1.517 0.242
H -0.8603 0.2372 3.2284 1.302 0.840 -0.375 0.176
H 0.3439 1.5081 0.7504 -0.982 0.124 1.165 0.209
H -6.1947 1.7806 0.4926 0.012 0.067 0.037 0.196
H -0.7547 -0.1495 -1.3396 -0.328 -0.746 -1.232 0.185
H 5.2527 2.5133 -3.7630 -1.395 0.569 0.642 0.234
H -1.8612 -4.5115 1.9734 1.407 0.953 0.702 0.184
H 3.9169 0.4728 -3.2858 0.114 -0.216 1.941 0.279
H -1.1183 0.3354 -4.2061 0.833 -0.067 0.482 0.365
H 0.9899 -2.8408 -3.2086 -0.203 0.517 2.063 0.271
H 3.2846 2.4879 -1.2104 1.370 -0.246 -0.758 0.237
H 3.3976 2.8119 -3.8682 1.198 0.339 0.796 0.227
H 0.4262 -3.7713 -1.7546 0.111 1.581 -0.050 0.234
H -2.6296 -2.6431 3.2055 1.575 -0.349 0.777 0.220
H -6.4339 3.5245 0.7710 0.130 0.033 -0.259 0.224
H -1.7923 -2.7095 -2.0223 0.972 1.225 -0.615 0.215
H -1.4759 1.3339 1.2063 1.987 0.564 0.475 0.237
H -2.2272 -0.2609 -2.4334 1.895 -0.759 0.614 0.234
H -1.1713 -2.2963 -3.6911 0.437 0.207 1.776 0.240
H -4.5278 2.2749 2.2072 0.152 -0.144 -0.206 0.217
H 4.5736 4.0377 -2.9835 -0.623 -1.527 -0.631 0.250
```
Positions in Å, forces in eV/Å.

- Charge: +1
- Kohn-Sham gap: 6.71 eV
- E_LUMO: -4.656 eV

---

[3]
Molecular formula: C16H29BIN2O
Method: DFT, wB97M-V/def2-TZVPD

Geometry as XYZ:
```
50
Properties=species:S:1:pos:R:3:forces:R:3:nbo_charge:R:1
I -1.0093 -2.2270 2.1599 0.402 0.223 -0.477 0.102
O 1.3527 -2.9896 -1.1807 -0.030 1.316 2.666 -0.936
N 1.6319 -0.0024 1.4911 -1.970 1.746 1.780 -0.476
N 0.4793 2.7774 -4.4223 1.205 0.135 0.896 -0.853
C 0.8055 1.5703 3.3753 -1.423 -1.210 0.247 -0.526
C 0.7416 0.9021 1.9166 0.088 -1.335 -1.967 0.515
C -1.9149 2.1559 4.2292 6.071 -0.047 -2.407 -0.192
C -3.8824 -1.8292 0.8520 -0.893 0.683 -0.854 -0.641
C 3.3561 -2.4856 0.5306 -0.308 0.696 0.466 -0.818
C -1.2666 0.8630 -2.4960 0.242 0.563 -0.860 -0.430
C -0.1470 -0.1014 -1.8471 -1.725 -0.182 -0.677 -0.448
C 0.4379 2.9455 -2.9113 -1.350 0.694 0.113 -0.233
C -0.6906 1.9096 3.8370 -4.861 1.182 1.608 -0.072
C 1.3747 -0.5692 0.1051 0.152 0.407 -0.850 -0.445
C 3.0509 -2.9019 2.0936 0.526 0.107 0.266 -0.626
C -2.8186 -0.9484 0.0161 -0.344 0.091 -0.667 -0.448
C -0.2027 -0.2470 -0.2379 1.908 0.048 0.645 0.028
C -0.9957 2.4454 -2.3317 -0.357 0.476 -0.790 -0.426
C -0.2665 1.1094 0.6756 0.578 0.902 -0.867 -0.524
C -1.2775 -1.4261 0.1442 -0.241 0.718 -1.320 -0.331
B 1.9675 -2.0496 -0.2615 0.771 -1.836 0.715 1.136
H 2.0928 0.1193 -0.5109 -1.554 -0.924 0.477 0.261
H -2.9189 2.6990 4.4317 2.288 -1.551 -0.328 0.296
H -1.7978 2.9808 -2.9901 1.384 -0.948 1.173 0.234
H 1.2453 0.7473 4.0823 -0.899 1.469 -1.230 0.278
H -1.2821 1.6145 0.8385 1.618 -1.032 0.265 0.285
H -2.3442 0.6620 -2.1563 1.754 0.056 -0.312 0.221
H 0.4701 4.0932 -2.7349 0.296 -2.058 0.291 0.203
H 0.5836 3.7143 -4.8614 -0.155 -1.025 0.489 0.371
H -3.1105 -1.0704 -1.1064 0.623 0.197 1.934 0.230
H 3.3514 -2.0398 2.8143 -0.477 -1.389 -1.206 0.187
H -0.3501 -1.1685 -2.2747 0.512 1.854 0.839 0.251
H -1.1730 2.8531 -1.2592 0.426 -0.830 -1.684 0.191
H -1.1003 -2.2981 -0.6041 -0.203 1.463 1.598 0.253
H -4.9266 -1.6070 0.3788 1.835 -0.422 0.820 0.234
H -3.6823 -2.9473 0.6843 -0.262 1.686 0.544 0.226
H 1.9367 -3.1132 2.2910 1.832 0.034 -0.300 0.220
H 4.0146 -1.5258 0.6004 -0.722 -1.823 -0.391 0.223
H 0.3405 1.8571 0.0058 -1.000 -1.015 1.254 0.271
H 1.2703 2.3703 -2.3673 -0.948 1.126 -0.891 0.168
H -2.9375 0.1901 0.2346 0.280 -2.062 -0.129 0.214
H 3.8968 -3.3360 -0.0181 -0.687 1.419 0.869 0.260
H 2.3806 -0.2221 2.1683 -0.283 -0.460 -0.976 0.443
H 3.7351 -3.7947 2.3988 -1.508 1.543 -0.550 0.251
H 1.3495 2.2680 -4.6699 -0.910 0.461 0.098 0.362
H 1.5347 2.4561 3.4369 -1.417 -1.112 -0.359 0.299
H -3.9821 -1.5284 1.9624 0.485 -0.711 -1.841 0.232
H 0.8699 0.2169 -2.2742 -1.420 -0.412 0.980 0.223
H -1.2518 0.6515 -3.6445 0.010 0.409 2.032 0.245
H 1.0587 -3.7433 -0.5940 0.661 0.680 -1.131 0.517
```
Positions in Å, forces in eV/Å.

- Charge: +1
- Kohn-Sham gap: 7.97 eV
- SMILES: C#CCC1=[NH+][C@@H](B(O)CC)[C@@](CCCCN)([C@@H](I)CC)C1
- E_LUMO: -3.849 eV

---

[4]
Molecular formula: C16H29FO8S2
Method: DFT, wB97M-V/def2-TZVPD

Geometry as XYZ:
```
56
Properties=species:S:1:pos:R:3:forces:R:3:nbo_charge:R:1
S -2.6490 3.2996 0.8510 -1.153 0.837 -0.632 1.217
S -5.8268 1.7097 0.9340 -1.744 2.363 2.553 1.211
F -4.3906 -1.2293 -1.8350 -0.496 0.630 -0.094 -0.378
O 6.4825 -2.3061 0.6456 2.833 1.643 -0.272 -0.478
O 4.8295 -3.0177 1.9846 0.404 0.115 -0.084 -0.662
O 4.4253 1.9784 0.8703 -0.605 -0.913 0.687 -0.518
O 4.8005 -3.1163 -0.2773 -0.038 -0.096 -1.166 -0.507
O 4.6767 0.5950 -0.9181 -1.058 0.528 0.852 -0.644
O -3.9086 4.0703 1.1252 0.945 -0.381 -0.213 -0.968
O 2.6743 0.9786 0.1425 0.492 -0.085 -0.015 -0.486
O -6.3525 3.0759 1.4728 0.502 -2.543 -1.500 -0.959
C 3.5898 -3.8990 -0.3190 0.488 0.316 0.926 -0.268
C -6.9018 0.5808 1.8963 0.883 -1.366 -0.301 -0.807
C 5.7296 2.5259 0.8053 -0.113 0.629 -0.987 -0.253
C -6.4776 1.3483 -0.6838 0.059 -0.367 -1.251 -0.864
C -0.9183 -3.1435 -1.2469 0.046 -1.030 -0.290 -0.254
C -2.3914 3.3919 -1.0029 0.276 0.305 0.245 -0.851
C -1.3082 4.3541 1.4281 0.145 -0.190 -0.819 -0.830
C -2.0718 -1.2560 -2.1523 -1.679 1.894 0.671 -0.416
C 5.3403 -2.8119 0.9060 -2.886 -1.403 0.240 0.983
C 3.9695 1.1113 -0.0701 1.907 0.227 -0.162 0.975
C -3.2875 -3.1778 -1.3765 -1.015 -1.735 1.566 -0.450
C 1.9853 0.1113 -0.7451 -1.153 0.586 -1.139 -0.311
C -0.8881 -1.8970 -1.8898 2.699 -1.408 0.402 -0.391
C 7.4104 -2.0502 1.6949 0.276 -0.115 0.456 -0.261
C -3.1973 -1.8817 -1.7063 -0.906 0.727 -1.562 0.404
C -2.0900 -3.8077 -0.9829 0.464 -0.007 -0.163 -0.295
H 5.6035 3.2794 0.0277 0.798 0.349 0.059 0.182
H 6.5618 1.8760 0.5348 -0.446 -0.508 -0.091 0.192
H -4.2172 -3.6180 -1.0476 -0.293 0.174 -0.219 0.194
H 2.7423 -3.2137 -0.3290 -0.103 -0.267 0.437 0.196
H 3.5135 -4.5138 -1.2159 0.627 0.257 -0.073 0.193
H -5.8589 0.5950 -1.1715 0.371 -0.276 0.415 0.265
H -1.4537 4.4917 2.4995 0.214 -0.249 -0.096 0.239
H -2.2158 -0.2250 -2.4399 0.408 0.233 -0.284 0.192
H -0.0340 -3.7450 -1.0964 0.573 0.391 0.220 0.181
H 1.9075 -0.9070 -0.3641 0.069 0.202 -0.076 0.201
H 7.4364 -1.0334 2.0868 -0.664 0.257 -0.401 0.184
H 0.0950 -1.4729 -2.0316 -0.081 0.296 -0.333 0.178
H -6.8192 -0.4347 1.5090 -0.323 -0.053 -0.775 0.219
H -0.4212 3.7930 1.1339 0.360 0.124 0.515 0.224
H 3.7053 -4.5265 0.5647 -1.043 -0.130 -0.041 0.199
H 8.3974 -2.2053 1.2592 -0.109 -0.357 0.127 0.190
H -6.3181 2.2138 -1.3269 -0.315 0.303 0.303 0.245
H -1.2871 5.3213 0.9258 -0.257 -0.012 -0.032 0.222
H 2.3399 0.1898 -1.7728 0.836 -0.506 0.230 0.202
H -6.4746 0.3565 2.8736 -0.034 1.038 0.285 0.233
H -1.5873 4.0738 -1.2794 0.311 -0.178 0.223 0.214
H -2.1451 -4.8035 -0.5684 0.323 -0.087 0.060 0.186
H 5.9718 2.9935 1.7597 -0.392 -0.077 -0.022 0.190
H 1.0171 0.5889 -0.8954 -0.400 -0.449 0.715 0.203
H -2.2150 2.3964 -1.4103 0.097 -0.006 0.179 0.234
H -7.4875 0.9471 -0.7682 -0.212 0.507 0.419 0.224
H -7.9391 0.9143 1.9288 0.279 0.231 -0.049 0.232
H -3.2679 3.8204 -1.4888 -0.356 -0.155 0.527 0.242
H 7.1961 -2.6886 2.5520 0.187 -0.212 -0.176 0.206
```
Positions in Å, forces in eV/Å.

- Charge: -1
- Kohn-Sham gap (spin up / spin down): 1.81 / 7.16 eV
- E_LUMO (spin up / spin down): 2.226 / 2.187 eV
- Spin multiplicity: 2

---

| no. | DFT total energy (eV) |
| --- | --- |
| 1 | -234866.206 |
| 2 | -195758.708 |
| 3 | -30855.089 |
| 4 | -57825.496 |